[1]
{"formula": "C37H49GaN9O4S", "method": "ωB97M-V/def2-TZVPD", "elements": ["Ga", "C", "O", "C", "N", "C", "C", "C", "C", "C", "C", "C", "C", "C", "C", "C", "C", "N", "C", "N", "C", "C", "O", "C", "C", "C", "C", "C", "C", "H", "H", "H", "H", "H", "H", "H", "H", "H", "H", "H", "H", "H", "H", "H", "H", "H", "H", "H", "C", "C", "C", "C", "N", "C", "N", "N", "N", "H", "H", "H", "H", "H", "H", "H", "H", "H", "H", "O", "S", "C", "C", "C", "C", "H", "H", "H", "H", "H", "H", "H", "H", "C", "N", "C", "C", "O", "N", "C", "C", "H", "H", "H", "H", "H", "H", "H", "H", "H", "H", "H", "H"], "coordinates": [[-0.13121, 0.27688, 0.64831], [-2.83831, 3.00088, -1.81959], [-2.50681, 3.56528, -0.54489], [-1.66371, 2.75658, 0.02781], [-1.31641, 1.68088, -0.59499], [-2.00041, 1.69068, -1.88699], [-1.10551, 1.68608, -3.10849], [-1.73441, 1.58128, -4.34529], [-0.99631, 1.64388, -5.51229], [0.37719, 1.81608, -5.45359], [1.00139, 1.94838, -4.22539], [0.26309, 1.88748, -3.05429], [-1.10821, 3.03538, 1.34791], [-1.39661, 4.14228, 2.14021], [-0.76281, 4.24768, 3.37311], [0.13399, 3.26168, 3.76701], [0.35199, 2.18788, 2.90981], [-0.26101, 2.08998, 1.73611], [1.19579, 1.03208, 3.19091], [1.31979, 0.09698, 2.31701], [2.12689, -0.96612, 2.91321], [2.42879, -0.40372, 4.32921], [1.79259, 0.88388, 4.34521], [3.34339, -1.32122, 2.08451], [4.53609, -0.61212, 2.16041], [5.64649, -1.04312, 1.45101], [5.57739, -2.17282, 0.65291], [4.37839, -2.85852, 0.54321], [3.27009, -2.43362, 1.25491], [-2.56281, 3.71738, -2.59799], [-3.91731, 2.83588, -1.85789], [-2.66701, 0.82138, -1.93339], [-2.80641, 1.47388, -4.40039], [-1.49451, 1.58108, -6.46679], [0.95299, 1.86368, -6.36419], [2.06349, 2.13418, -4.18159], [0.74369, 2.01368, -2.09669], [-2.10531, 4.88208, 1.80031], [-0.96811, 5.09128, 4.01481], [0.64409, 3.30588, 4.71601], [1.49269, -1.86092, 2.96671], [3.49299, -0.26792, 4.53961], [1.98879, -1.00322, 5.12811], [4.62739, 0.26688, 2.78281], [6.57739, -0.50342, 1.52661], [6.45389, -2.51512, 0.12381], [4.30369, -3.74192, -0.07099], [2.34019, -2.98342, 1.19001], [-3.88821, -1.48692, -4.21489], [-4.57941, -2.07392, -2.98829], [-5.20181, -0.99702, -2.10029], [-3.61651, -2.98502, -2.19179], [-2.52511, -2.23612, -1.63579], [-2.33581, -1.78512, -0.39189], [-1.20681, -1.08852, -0.39769], [-0.75221, -1.11042, -1.65069], [-1.51531, -1.79432, -2.37539], [-4.59101, -0.86342, -4.76129], [-3.55731, -2.28312, -4.87719], [-3.01971, -0.88432, -3.94789], [-5.38201, -2.73342, -3.33009], [-4.45201, -0.31742, -1.68779], [-5.76021, -1.44102, -1.27829], [-5.89701, -0.40552, -2.69029], [-3.19841, -3.73762, -2.86409], [-4.14841, -3.47752, -1.37729], [-2.97531, -1.96022, 0.44971], [-1.36401, -0.51912, 2.21971], [-1.11981, -0.83812, 3.71891], [-1.84161, -2.49002, 4.03121], [-2.44991, -2.34152, 5.41401], [-3.26751, -1.05112, 5.39071], [-2.47621, 0.00538, 4.61831], [-1.05711, -3.24322, 3.99131], [-2.59621, -2.69272, 3.27381], [-1.66181, -2.28962, 6.16621], [-3.07941, -3.19782, 5.65261], [-3.46591, -0.69892, 6.40011], [-4.22741, -1.22862, 4.90771], [-2.00691, 0.73068, 5.27941], [-3.06811, 0.54658, 3.88351], [4.71499, 1.03458, -0.99019], [3.27289, 1.12038, -0.84369], [2.84239, 2.30058, -0.12849], [2.43589, 0.10068, -1.07499], [1.31459, 0.02218, -0.42929], [2.73859, -0.82922, -1.98179], [2.04469, -2.09822, -2.03149], [3.54159, -0.57112, -3.16529], [5.17059, 1.28988, -0.03319], [5.08069, 1.73748, -1.73789], [5.02449, 0.02758, -1.24159], [3.31849, 3.17158, -0.58209], [3.12769, 2.24958, 0.92651], [1.75879, 2.41378, -0.19419], [1.57359, -2.30142, -1.07309], [2.77019, -2.88272, -2.24909], [1.28249, -2.09402, -2.81259], [3.70079, 0.49308, -3.30119], [2.98849, -0.94012, -4.03069], [4.50169, -1.08752, -3.12749]], "homo_lumo_gap_ev": 7.05, "de_lowest_ev": 0.000, "homo_energy_ha": -0.583, "molar_mass_g_mol": 785.65, "charge": 3, "lumo_energy_ev": -8.81}


[2]
{"formula": "CH2ClFO2S2", "method": "ωB97M-V/def2-TZVPD", "elements": ["O", "S", "S", "O", "C", "F", "Cl", "H", "H"], "coordinates": [[1.28520, -0.86399, 1.21401], [1.39987, -0.01482, 0.05803], [2.81939, 1.25013, -0.13315], [-0.11185, 0.55153, -0.34725], [-1.30640, 0.09848, 0.01029], [-1.72897, -0.76621, -0.96828], [-2.47823, 1.26705, 0.27748], [1.15386, -0.91764, -0.95712], [-1.03288, -0.60454, 0.84599]], "homo_lumo_gap_ev": 10.73, "de_lowest_ev": 1.590, "homo_energy_ha": -0.393, "molar_mass_g_mol": 164.61, "smiles": "O=[S@H](=S)O[C@H](F)Cl", "lumo_energy_ev": 0.05}


[3]
{"formula": "C4H7NO3", "method": "ωB97M-V/def2-TZVPD", "elements": ["C", "O", "C", "O", "C", "C", "N", "O", "H", "H", "H", "H", "H", "H", "H"], "coordinates": [[2.19618, -0.10017, 0.50463], [0.96140, 0.10899, -0.15336], [0.31842, -1.10374, -0.74589], [0.94310, -2.08225, -1.03082], [-1.04949, -0.75786, -0.73702], [-1.37230, 0.47388, -0.16583], [-1.28783, 0.73439, 1.16086], [-2.17381, 1.36628, -0.79788], [2.71610, -0.93344, 0.03543], [2.02811, -0.32919, 1.56085], [2.79858, 0.80670, 0.41471], [-1.71220, -1.26199, -1.42005], [-1.57731, 1.65449, 1.46387], [-0.49461, 0.32727, 1.62618], [-2.29434, 1.09664, -1.71568]], "homo_lumo_gap_ev": 8.89, "de_lowest_ev": 2.401, "homo_energy_ha": -0.307, "molar_mass_g_mol": 117.10, "smiles": "COC(=O)/C=C(\\N)O", "lumo_energy_ev": 0.54}


[4]
{"formula": "C63H64N2OS", "method": "ωB97M-V/def2-TZVPD", "elements": ["C", "C", "C", "C", "C", "C", "O", "C", "N", "S", "N", "C", "C", "H", "H", "H", "H", "H", "H", "H", "H", "H", "H", "C", "C", "C", "C", "C", "C", "H", "H", "H", "H", "H", "H", "C", "C", "C", "C", "C", "C", "H", "H", "H", "H", "H", "H", "C", "C", "C", "C", "C", "C", "H", "H", "H", "H", "H", "H", "C", "C", "C", "C", "C", "C", "H", "H", "H", "H", "H", "H", "C", "C", "C", "C", "C", "C", "H", "H", "H", "H", "H", "H", "C", "C", "C", "C", "C", "C", "H", "H", "H", "H", "H", "H", "C", "C", "C", "C", "C", "C", "H", "H", "H", "H", "H", "H", "C", "C", "C", "C", "C", "C", "H", "H", "H", "H", "H", "H", "C", "C", "C", "C", "C", "C", "H", "H", "H", "H", "H", "H"], "coordinates": [[1.00837, 8.71684, -0.35105], [1.67128, 7.53782, -1.01997], [2.98493, 7.17962, -0.60378], [3.66442, 6.12521, -1.13519], [5.05163, 5.79092, -0.62785], [5.24745, 4.29706, -0.39190], [4.08776, 3.80858, 0.27617], [2.99158, 5.37280, -2.14089], [3.47530, 4.30350, -2.78610], [2.32676, 3.80940, -3.78319], [1.18781, 4.88780, -3.47895], [1.68150, 5.71139, -2.54653], [1.02427, 6.82313, -1.97482], [0.72871, 9.47309, -1.07427], [1.66580, 9.14213, 0.39509], [0.13011, 8.35437, 0.17355], [3.46374, 7.76748, 0.16314], [5.83358, 6.19277, -1.26567], [5.14444, 6.27156, 0.34116], [5.40747, 3.76569, -1.32061], [6.10573, 4.16430, 0.26628], [3.92666, 2.91758, -0.04322], [0.03099, 7.09655, -2.29025], [0.89849, 1.29217, 2.19124], [1.45836, 2.05284, 1.17344], [1.01952, 1.89433, -0.13481], [0.01788, 0.97782, -0.42588], [-0.54310, 0.22030, 0.59251], [-0.10161, 0.37453, 1.89941], [1.24200, 1.41351, 3.21112], [2.23366, 2.77496, 1.39751], [1.45776, 2.48875, -0.92865], [-0.32669, 0.85496, -1.44516], [-1.32741, -0.49145, 0.36748], [-0.53991, -0.21948, 2.69260], [-3.98034, 2.32655, 2.06344], [-2.70205, 2.58051, 2.54257], [-2.53069, 3.13574, 3.80190], [-3.63625, 3.43049, 4.58811], [-4.91409, 3.17754, 4.10962], [-5.08709, 2.62779, 2.84597], [-4.11425, 1.89038, 1.08084], [-1.84096, 2.34142, 1.93636], [-1.53250, 3.33070, 4.17479], [-3.50089, 3.85234, 5.57581], [-5.77623, 3.40436, 4.72399], [-6.08428, 2.43005, 2.47241], [-3.85156, -1.75505, 6.64185], [-3.97193, -1.04577, 5.45439], [-3.05360, -0.05303, 5.14147], [-2.01019, 0.22430, 6.01327], [-1.88731, -0.48637, 7.19943], [-2.80978, -1.47436, 7.51520], [-4.56967, -2.52718, 6.88700], [-4.78331, -1.26531, 4.77196], [-3.15025, 0.50410, 4.21876], [-1.29216, 0.99679, 5.76654], [-1.07218, -0.27033, 7.87833], [-2.71638, -2.02616, 8.44174], [5.41612, -0.97994, -6.09105], [5.68950, 0.14560, -5.32637], [4.65866, 0.99441, -4.94696], [3.35429, 0.71405, -5.32855], [3.08003, -0.41221, -6.09232], [4.11147, -1.25788, -6.47570], [6.21941, -1.64168, -6.38813], [6.70671, 0.36126, -5.02517], [4.87268, 1.87529, -4.35266], [2.55200, 1.37316, -5.02850], [2.06185, -0.63111, -6.38770], [3.89974, -2.13482, -7.07402], [7.09749, -6.41060, -6.38861], [7.37066, -5.28399, -5.62505], [6.34025, -4.43414, -5.24759], [5.03501, -4.71455, -5.62771], [4.76173, -5.84271, -6.38863], [5.79313, -6.68917, -6.77176], [7.90152, -7.07198, -6.68479], [8.38783, -5.06814, -5.32406], [6.55325, -3.55298, -4.65596], [4.23158, -4.05348, -5.32948], [3.74357, -6.06267, -6.68327], [5.58002, -7.56683, -7.36835], [2.33314, -2.56545, 1.55376], [2.86108, -3.84831, 1.59090], [4.23227, -4.03232, 1.70611], [5.07468, -2.93214, 1.79116], [4.54538, -1.64901, 1.75756], [3.17461, -1.46551, 1.63604], [1.26397, -2.42032, 1.46095], [2.20164, -4.70469, 1.52801], [4.64466, -5.03317, 1.72982], [6.14369, -3.07521, 1.88429], [5.20220, -0.79090, 1.82643], [2.75933, -0.46721, 1.60493], [-9.26125, 2.63761, 2.50199], [-8.71414, 3.42000, 1.49440], [-9.15103, 3.27258, 0.18535], [-10.14054, 2.34691, -0.11491], [-10.68961, 1.56632, 0.89293], [-10.24838, 1.70950, 2.20095], [-8.91811, 2.75099, 3.52274], [-7.94494, 4.14500, 1.72950], [-8.71970, 3.87860, -0.60087], [-10.48342, 2.23335, -1.13518], [-11.46191, 0.84518, 0.65846], [-10.67394, 1.09792, 2.98605], [-3.22395, -0.24509, -1.87374], [-3.15810, -0.31879, -3.25803], [-3.53388, -1.48570, -3.90872], [-3.98126, -2.57601, -3.17540], [-4.05019, -2.50095, -1.79130], [-3.66931, -1.33619, -1.14005], [-2.92851, 0.66473, -1.36546], [-2.81341, 0.53354, -3.82971], [-3.47816, -1.54557, -4.98797], [-4.27676, -3.48489, -3.68329], [-4.40071, -3.35072, -1.21993], [-3.72058, -1.27849, -0.05951], [-0.21806, -6.15213, 3.20617], [-1.46157, -6.75518, 3.07907], [-1.54972, -8.11430, 2.81161], [-0.39438, -8.87173, 2.67616], [0.84924, -8.26928, 2.80506], [0.93684, -6.90926, 3.06759], [-0.14807, -5.09177, 3.41439], [-2.36250, -6.16548, 3.18982], [-2.51953, -8.58385, 2.70863], [-0.46362, -9.93209, 2.47020], [1.75035, -8.85981, 2.70067], [1.90639, -6.43795, 3.16706]], "homo_lumo_gap_ev": 8.32, "homo_energy_ha": -0.322, "molar_mass_g_mol": 897.28, "lumo_energy_ev": -0.46}


[5]
{"formula": "C17H22HgN2P2SSbSe4", "method": "ωB97M-V/def2-TZVPD", "elements": ["Hg", "C", "P", "C", "C", "C", "C", "C", "C", "C", "P", "C", "C", "H", "H", "H", "H", "H", "H", "H", "H", "H", "H", "H", "H", "H", "H", "H", "H", "N", "C", "N", "C", "C", "C", "C", "C", "C", "S", "H", "H", "H", "H", "H", "H", "Se", "Sb", "Se", "Se", "Se"], "coordinates": [[-0.39167, -0.83203, -0.25117], [4.51413, 0.41821, 0.80394], [2.86209, 0.29690, -0.02328], [3.18815, -1.05153, -1.21718], [3.00567, 1.79907, -1.10029], [4.05711, 1.89884, -2.01229], [4.18402, 2.97555, -2.87177], [3.24341, 3.99219, -2.82397], [2.20403, 3.92510, -1.91178], [2.06574, 2.84613, -1.03136], [0.60645, 2.72495, 0.08374], [-0.05398, 4.45029, -0.00423], [1.40091, 2.88788, 1.74174], [5.34159, 0.55343, 0.10362], [4.68276, -0.50368, 1.36360], [4.50689, 1.24913, 1.51120], [4.12435, -0.93827, -1.76661], [2.35068, -1.12180, -1.91158], [3.19659, -1.99076, -0.65967], [4.79019, 1.10277, -2.06331], [5.00450, 3.01451, -3.57843], [3.31500, 4.83921, -3.49622], [1.48925, 4.73619, -1.89259], [0.69665, 5.22587, 0.16944], [-0.81909, 4.52353, 0.77118], [-0.54588, 4.63213, -0.96053], [2.09273, 3.73176, 1.79390], [1.92111, 1.96496, 1.99127], [0.60666, 3.02858, 2.47777], [-3.52934, 1.26314, -0.06823], [-4.02592, 0.01642, 0.26319], [-3.32537, -0.88201, 0.83931], [-4.05617, -2.04366, 1.04796], [-3.54460, -3.22240, 1.57837], [-4.37760, -4.32182, 1.68337], [-5.71112, -4.25042, 1.27914], [-6.23650, -3.08309, 0.74342], [-5.39239, -1.98977, 0.62446], [-5.70883, -0.41115, -0.06657], [-2.51482, 1.22451, -0.14800], [-3.95836, 1.67209, -0.88389], [-2.50350, -3.29794, 1.87094], [-3.95449, -5.24517, 2.05929], [-6.33934, -5.12908, 1.35869], [-7.26557, -3.03743, 0.40814], [1.86087, -6.42877, 0.46083], [-0.40899, -5.72446, 0.93501], [0.48145, -3.40164, 0.01566], [-2.14456, -6.55865, -0.51880], [-0.98490, -5.52779, 3.28254]], "homo_lumo_gap_ev": [4.73, 4.97], "multiplicity": 2, "de_lowest_ev": 0.480, "homo_energy_ha": [-0.036, -0.045], "molar_mass_g_mol": 986.58, "charge": -2, "lumo_energy_ev": [3.74, 3.73]}


[6]
{"formula": "C2H4INO2", "method": "ωB97M-V/def2-TZVPD", "elements": ["C", "C", "I", "N", "O", "O", "H", "H", "H", "H"], "coordinates": [[-0.73436, -0.63025, 0.64793], [0.60912, -0.08745, 0.08067], [1.84088, -1.59741, -1.04582], [0.22673, 1.03444, -0.76289], [-0.19822, 2.01105, -0.19583], [0.30594, 0.91194, -1.93522], [-1.40751, -0.45515, -0.23220], [-1.07271, 0.11114, 1.39226], [-0.85013, -1.63559, 1.11919], [1.28026, 0.33729, 0.93191]], "homo_lumo_gap_ev": 9.63, "de_lowest_ev": 3.260, "homo_energy_ha": -0.366, "molar_mass_g_mol": 200.96, "smiles": "C[C@@H](I)[N+](=O)[O-]", "lumo_energy_ev": -0.34}